Formula: C34H41ClCrF2GeN5O2P2
Source: the OMol25 dataset
Level of theory: the ωB97M-V functional and the def2-TZVPD basis

Element x y z (Å)
Cr (-0.062, 0.038, -0.072)
N (2.451, 1.986, 0.160)
P (0.852, 2.076, 0.776)
C (1.120, 2.395, 2.548)
C (0.247, 1.966, 3.541)
C (0.474, 2.307, 4.866)
C (1.582, 3.064, 5.214)
C (2.443, 3.515, 4.225)
C (2.213, 3.191, 2.901)
C (0.332, 3.682, 0.129)
C (0.620, 4.073, -1.178)
C (0.174, 5.295, -1.644)
C (-0.530, 6.142, -0.800)
C (-0.801, 5.765, 0.506)
C (-0.400, 4.526, 0.966)
C (2.989, 0.806, -0.250)
C (4.373, 0.714, -0.479)
C (4.904, -0.456, -0.959)
C (4.037, -1.524, -1.194)
C (2.698, -1.365, -0.928)
N (2.157, -0.226, -0.471)
H (3.089, 2.768, 0.268)
H (-0.620, 1.375, 3.287)
H (-0.232, 1.998, 5.623)
H (1.768, 3.323, 6.245)
H (3.286, 4.138, 4.484)
H (2.872, 3.590, 2.145)
H (1.204, 3.433, -1.824)
H (0.379, 5.594, -2.660)
H (-0.857, 7.103, -1.158)
H (-1.326, 6.438, 1.163)
H (-0.642, 4.217, 1.974)
H (4.993, 1.572, -0.280)
H (5.961, -0.541, -1.150)
H (4.411, -2.450, -1.592)
H (2.006, -2.177, -1.096)
F (-4.926, -2.283, 0.259)
C (-4.101, -1.519, -0.452)
C (-2.843, -1.236, 0.059)
C (-1.959, -0.463, -0.660)
C (-2.296, -0.005, -1.940)
C (-3.580, -0.310, -2.422)
F (-3.949, 0.018, -3.670)
C (-4.496, -1.044, -1.691)
C (-1.250, 0.677, -2.699)
C (-1.434, 1.184, -3.991)
C (-0.372, 1.722, -4.692)
C (0.877, 1.735, -4.090)
C (0.980, 1.247, -2.798)
N (-0.037, 0.739, -2.104)
H (-2.595, -1.592, 1.048)
H (-5.471, -1.248, -2.100)
H (-2.398, 1.160, -4.467)
H (-0.516, 2.099, -5.694)
H (1.749, 2.111, -4.603)
H (1.948, 1.250, -2.316)
N (0.909, -5.111, -0.591)
C (-0.498, -4.657, -0.627)
P (-0.434, -3.323, -1.962)
O (0.573, -3.872, -2.924)
O (-0.149, -1.991, -1.348)
C (-2.031, -3.384, -2.967)
N (-1.556, -3.480, -4.363)
H (1.223, -5.066, -1.593)
H (1.051, -6.053, -0.205)
H (1.492, -4.448, -0.068)
H (-0.827, -4.280, 0.341)
H (-1.135, -5.486, -0.933)
H (-2.648, -2.500, -2.812)
H (-2.615, -4.263, -2.702)
H (-2.102, -4.117, -4.957)
H (-0.550, -3.811, -4.257)
H (-1.527, -2.564, -4.824)
Cl (-1.585, 1.473, 0.898)
C (-2.393, -0.679, 3.520)
Ge (-0.609, -1.467, 3.147)
C (0.800, -1.098, 4.500)
C (-0.800, -3.458, 3.075)
C (0.326, -1.023, 1.408)
H (-2.373, -0.217, 4.505)
H (-3.134, -1.477, 3.547)
H (-2.716, 0.068, 2.800)
H (0.305, -0.911, 5.450)
H (1.408, -0.233, 4.249)
H (1.442, -1.966, 4.627)
H (-1.049, -3.757, 4.091)
H (0.122, -3.966, 2.806)
H (-1.611, -3.789, 2.433)
H (1.193, -1.688, 1.471)

Force components x, y, z for each atom (eV/Å):
Cr 0.14 -1.47 0.77
N -0.32 0.10 0.03
P 0.65 0.49 0.08
C -0.26 -0.34 0.00
C 0.05 0.05 -0.03
C -0.03 0.05 0.03
C -0.11 0.00 -0.08
C 0.04 0.00 -0.04
C -0.11 -0.07 -0.12
C -0.11 -0.29 0.00
C 0.10 -0.17 0.09
C -0.01 0.06 -0.02
C 0.05 -0.04 0.00
C -0.05 0.01 -0.01
C 0.08 -0.06 -0.03
C 0.46 -0.10 -0.03
C -0.13 -0.10 -0.04
C -0.31 0.16 0.07
C -0.22 0.04 0.04
C 0.37 -0.58 -0.13
N -0.68 0.66 0.28
H -0.17 -0.17 -0.08
H -0.08 0.05 0.01
H 0.01 -0.07 0.08
H -0.03 0.03 0.09
H 0.09 0.03 0.01
H 0.11 0.06 0.01
H -0.01 0.09 0.02
H 0.07 0.05 -0.09
H -0.06 0.17 -0.06
H -0.11 0.05 0.07
H 0.02 0.05 0.06
H 0.10 0.11 0.05
H 0.13 -0.02 -0.02
H -0.02 -0.21 -0.04
H 0.00 0.14 -0.09
F 0.03 0.12 -0.06
C 0.27 0.15 -0.28
C 0.06 -0.22 0.50
C -0.35 0.16 -0.41
C -0.14 0.10 0.00
C 0.16 -0.21 0.35
F 0.06 0.10 0.16
C -0.02 -0.04 0.02
C -0.22 0.20 -0.69
C 0.02 0.02 0.05
C 0.25 -0.11 0.25
C -0.18 -0.13 0.17
C 0.57 0.09 -0.41
N -0.20 -0.08 0.37
H -0.08 -0.04 0.08
H -0.17 -0.05 -0.02
H -0.10 -0.02 0.13
H 0.00 0.06 -0.05
H 0.08 0.04 0.04
H -0.13 0.02 -0.03
N 0.67 -0.26 -0.11
C -0.71 0.77 -0.49
P -0.71 0.39 0.57
O 0.30 -0.51 -0.32
O 0.17 0.05 0.47
C 0.26 0.17 1.09
N 0.46 -0.11 -0.67
H 0.12 -0.14 0.29
H -0.07 0.22 -0.06
H -0.05 -0.30 -0.06
H 0.14 -0.07 -0.04
H 0.08 -0.04 0.01
H 0.08 -0.07 -0.04
H 0.03 -0.04 -0.12
H 0.14 0.16 0.18
H -0.34 0.00 -0.37
H -0.07 -0.19 0.05
Cl 0.18 -0.08 -0.14
C 0.50 -0.14 -0.15
Ge -0.42 -0.41 0.83
C -0.22 -0.08 -0.46
C 0.04 0.66 -0.16
C -0.35 1.14 -1.16
H 0.08 0.03 0.08
H 0.04 -0.07 -0.03
H 0.04 -0.02 -0.01
H -0.10 0.07 0.07
H 0.01 -0.02 0.01
H -0.01 -0.10 -0.10
H -0.03 -0.03 0.13
H 0.18 -0.01 -0.04
H -0.14 0.01 -0.09
H 0.19 0.08 -0.26

Computed properties:
**Total energy**: -168916.966 eV
**2S+1**: 1
**Total charge**: +3
**Energy above the lowest of the compared OMol25 structures with the same formula, charge and spin**: 0.320 eV
**Orbital gap (alpha / beta)**: 6.55 / 6.54 eV
**HOMO level (alpha / beta)**: -15.9 / -15.9 eV

---

Formula: C34H41IrN7O2S
Source: the OMol25 dataset
Level of theory: the ωB97M-V functional and the def2-TZVPD basis

Element x y z (Å)
Ir (-0.339, -0.235, 0.101)
N (1.415, -0.525, 1.473)
C (1.512, -1.828, 2.160)
C (0.123, -2.355, 2.466)
N (-0.713, -2.427, 1.254)
C (-2.140, -2.631, 1.606)
C (-2.968, -1.370, 1.469)
N (-2.722, -0.745, 0.154)
C (-0.257, -3.504, 0.356)
C (-0.766, -3.326, -1.061)
N (-0.381, -2.006, -1.595)
H (1.189, 0.168, 2.181)
H (2.311, -0.262, 1.075)
H (2.074, -2.523, 1.540)
H (2.057, -1.729, 3.100)
H (0.197, -3.336, 2.947)
H (-0.365, -1.669, 3.160)
H (-2.558, -3.406, 0.963)
H (-2.228, -2.995, 2.633)
H (-4.019, -1.624, 1.621)
H (-2.684, -0.655, 2.232)
H (-3.070, -1.349, -0.584)
H (-3.232, 0.129, 0.082)
H (0.833, -3.515, 0.341)
H (-0.579, -4.481, 0.734)
H (-0.372, -4.138, -1.673)
H (-1.853, -3.407, -1.089)
H (0.575, -2.036, -1.939)
H (-0.955, -1.782, -2.399)
C (-5.513, -1.203, 6.053)
C (-4.398, -0.432, 5.401)
C (-4.664, 0.654, 4.566)
C (-3.642, 1.344, 3.939)
C (-2.325, 0.944, 4.142)
C (-2.031, -0.113, 4.999)
C (-3.066, -0.789, 5.622)
S (-0.967, 1.750, 3.349)
O (-0.929, 3.137, 3.689)
O (0.197, 0.951, 3.628)
N (-1.194, 1.574, 1.670)
C (-1.768, 2.563, 0.980)
C (-2.530, 3.649, 1.489)
C (-2.952, 4.717, 0.695)
C (-2.618, 4.807, -0.632)
C (-1.890, 3.758, -1.280)
C (-1.608, 3.833, -2.599)
C (-0.865, 2.780, -3.317)
C (-0.496, 1.592, -2.394)
N (-1.021, 1.507, -1.045)
C (-1.535, 2.549, -0.498)
H (-6.475, -0.712, 5.913)
H (-5.335, -1.314, 7.124)
H (-5.579, -2.207, 5.630)
H (-5.690, 0.974, 4.421)
H (-3.881, 2.187, 3.307)
H (-0.997, -0.372, 5.192)
H (-2.838, -1.598, 6.309)
H (-2.744, 3.703, 2.540)
H (-3.523, 5.512, 1.158)
H (-2.895, 5.679, -1.212)
H (-1.953, 4.695, -3.163)
H (-1.369, 2.522, -4.249)
H (-0.602, 0.627, -2.886)
C (1.236, 2.691, -4.833)
C (2.089, 1.651, -4.977)
C (2.496, 0.810, -3.899)
C (1.972, 0.961, -2.602)
C (0.979, 2.061, -2.370)
C (0.671, 3.071, -3.505)
N (2.114, 0.121, -1.601)
C (3.201, -0.763, -1.561)
C (3.005, -2.057, -1.066)
C (4.050, -2.961, -0.990)
C (5.329, -2.580, -1.374)
C (5.548, -1.285, -1.825)
C (4.502, -0.383, -1.918)
H (0.957, 3.294, -5.691)
H (2.482, 1.426, -5.961)
H (3.146, -0.026, -4.115)
H (1.202, 2.553, -1.424)
H (0.936, 4.106, -3.275)
H (2.004, -2.326, -0.751)
H (3.872, -3.967, -0.626)
H (6.151, -3.281, -1.303)
H (6.549, -0.973, -2.098)
H (4.693, 0.639, -2.223)

Force components x, y, z for each atom (eV/Å):
Ir -0.23 -0.76 -0.10
N -0.23 0.10 0.06
C -0.09 -0.05 0.05
C 0.04 0.10 -0.08
N -0.01 -0.06 -0.01
C 0.05 0.05 -0.07
C 0.05 -0.05 -0.09
N -0.01 0.06 0.33
C 0.01 0.02 0.02
C 0.00 0.07 0.05
N 0.21 0.15 -0.02
H 0.08 0.20 0.22
H -0.06 -0.07 -0.20
H 0.05 0.06 -0.04
H 0.05 0.02 0.02
H -0.01 -0.02 0.04
H -0.04 0.01 0.03
H 0.03 -0.02 -0.01
H 0.02 -0.08 0.00
H -0.05 0.03 0.01
H 0.02 0.14 0.09
H 0.04 0.03 -0.07
H -0.04 -0.03 0.00
H -0.09 -0.01 0.04
H 0.03 -0.02 0.02
H -0.03 -0.05 -0.06
H -0.02 0.02 -0.02
H -0.09 0.04 -0.06
H -0.04 0.02 -0.04
C 0.06 0.05 0.01
C -0.02 -0.05 0.04
C -0.06 0.00 0.01
C 0.11 0.00 0.01
C 0.01 -0.09 -0.18
C 0.02 0.03 -0.03
C -0.03 0.01 0.01
S 0.04 -0.05 0.27
O -0.13 0.04 -0.12
O 0.07 -0.15 -0.25
N -0.29 0.69 -0.27
C 0.12 -0.31 0.35
C 0.12 0.02 -0.13
C 0.01 0.00 -0.02
C -0.03 0.05 0.07
C -0.04 -0.01 0.01
C 0.01 0.05 -0.05
C 0.05 -0.08 0.02
C 0.07 0.09 -0.07
N 0.36 0.00 0.20
C -0.11 0.02 -0.15
H 0.04 -0.01 0.01
H 0.00 0.02 -0.05
H -0.01 0.03 0.01
H 0.06 -0.04 -0.02
H -0.02 -0.01 -0.02
H -0.07 -0.04 -0.03
H -0.01 0.03 -0.05
H 0.02 -0.05 0.10
H 0.03 -0.03 0.00
H -0.01 -0.06 0.00
H 0.05 -0.02 0.05
H -0.04 -0.02 0.02
H -0.05 -0.04 0.04
C -0.12 0.09 0.09
C 0.11 -0.15 0.07
C 0.09 0.14 -0.28
C -0.13 -0.28 0.17
C -0.11 -0.11 -0.06
C -0.02 0.01 -0.10
N 0.06 0.48 0.09
C 0.24 -0.32 -0.09
C -0.17 0.15 -0.06
C 0.02 -0.05 0.03
C -0.01 -0.03 0.02
C 0.08 -0.01 0.00
C -0.14 0.13 0.07
H 0.03 -0.05 0.04
H -0.02 0.01 0.04
H 0.01 0.01 0.03
H 0.01 0.03 0.02
H 0.03 -0.04 0.03
H 0.22 -0.04 0.04
H 0.00 0.04 -0.01
H -0.05 0.04 -0.02
H -0.06 0.00 0.02
H 0.00 -0.04 -0.04

Computed properties:
**Total energy**: -64106.018 eV
**2S+1**: 6
**Expectation value of S²**: 8.88
**Total charge**: +2
**Energy above the lowest of the compared OMol25 structures with the same formula, charge and spin**: 2.309 eV
**Orbital gap (alpha / beta)**: 5.92 / 5.82 eV
**HOMO level (alpha / beta)**: -12.6 / -13.2 eV

---

Formula: C34H41N15ORhS2
Source: the OMol25 dataset
Level of theory: the ωB97M-V functional and the def2-TZVPD basis

Element x y z (Å)
Rh (1.235, 0.141, -0.144)
C (0.982, 5.147, 1.234)
N (-0.259, 4.408, 1.123)
C (-1.453, 4.765, 1.709)
C (-2.342, 3.812, 1.402)
N (-1.695, 2.854, 0.624)
C (-0.373, 3.210, 0.477)
S (0.959, 2.543, -0.302)
C (-2.469, 1.801, 0.019)
C (-3.789, 2.121, -0.253)
C (-4.602, 1.087, -0.710)
C (-4.093, -0.168, -0.878)
C (-2.718, -0.378, -0.627)
N (-1.913, 0.619, -0.192)
H (0.745, 6.178, 1.487)
H (1.513, 5.107, 0.286)
H (1.623, 4.714, 2.003)
H (-1.553, 5.656, 2.301)
H (-3.367, 3.696, 1.696)
H (-4.170, 3.124, -0.146)
H (-5.646, 1.280, -0.924)
H (-4.709, -0.991, -1.211)
H (-1.179, -1.689, -0.544)
N (4.239, -1.473, 0.071)
C (4.327, -0.217, -0.507)
N (5.473, 0.367, -0.823)
N (5.096, 1.558, -1.332)
N (3.810, 1.671, -1.322)
N (3.281, 0.549, -0.784)
C (3.127, -2.281, -0.075)
N (3.189, -3.603, -0.026)
N (1.914, -3.999, -0.192)
N (1.143, -2.980, -0.335)
N (1.880, -1.849, -0.256)
H (5.114, -1.965, 0.154)
C (-0.854, -1.505, -3.427)
C (-2.263, -2.010, -3.742)
C (-3.161, -0.857, -4.202)
C (-2.935, -2.889, -2.690)
C (-3.671, -3.971, -3.170)
C (-4.300, -4.856, -2.315)
C (-4.196, -4.673, -0.947)
C (-3.486, -3.601, -0.414)
C (-3.399, -3.501, 1.102)
C (-2.017, -3.877, 1.640)
C (-3.870, -2.179, 1.713)
C (-2.870, -2.711, -1.301)
N (-2.170, -1.597, -0.754)
H (-0.365, -1.216, -4.361)
H (-0.244, -2.266, -2.943)
H (-0.855, -0.625, -2.781)
H (-2.160, -2.677, -4.604)
H (-3.225, -0.077, -3.444)
H (-4.174, -1.199, -4.426)
H (-2.745, -0.404, -5.106)
H (-3.725, -4.128, -4.242)
H (-4.854, -5.698, -2.712)
H (-4.667, -5.374, -0.268)
H (-4.103, -4.260, 1.459)
H (-1.299, -3.070, 1.486)
H (-1.616, -4.762, 1.148)
H (-2.082, -4.065, 2.715)
H (-3.120, -1.393, 1.617)
H (-4.048, -2.327, 2.781)
H (-4.801, -1.825, 1.265)
C (5.753, 4.155, 2.274)
C (4.475, 3.569, 2.857)
C (4.097, 2.290, 2.130)
N (2.812, 1.763, 2.599)
C (2.451, 0.470, 2.689)
S (0.894, -0.053, 2.410)
N (3.412, -0.472, 3.054)
C (4.586, -0.369, 3.774)
O (5.473, -1.183, 3.631)
C (4.692, 0.690, 4.835)
C (5.963, 1.155, 5.147)
C (6.126, 2.101, 6.147)
C (5.020, 2.562, 6.848)
C (3.753, 2.077, 6.553)
C (3.585, 1.142, 5.542)
H (6.053, 5.067, 2.792)
H (5.633, 4.382, 1.213)
H (6.574, 3.438, 2.351)
H (3.653, 4.288, 2.761)
H (4.591, 3.377, 3.925)
H (4.875, 1.535, 2.237)
H (4.015, 2.479, 1.059)
H (2.024, 2.308, 2.268)
H (3.281, -1.371, 2.606)
H (6.809, 0.769, 4.593)
H (7.114, 2.477, 6.380)
H (5.147, 3.300, 7.631)
H (2.893, 2.427, 7.109)
H (2.599, 0.763, 5.308)

Force components x, y, z for each atom (eV/Å):
Rh 0.61 0.22 -0.31
C -0.03 -0.01 -0.02
N 0.06 -0.05 0.03
C -0.06 0.06 -0.04
C -0.03 0.02 0.13
N 0.16 -0.22 0.02
C -0.04 0.06 0.05
S -0.16 -0.47 -0.08
C 0.17 0.07 -0.05
C -0.12 -0.18 -0.18
C -0.10 0.25 0.03
C 0.18 -0.18 -0.15
C -0.03 0.67 0.12
N -0.22 -0.10 0.19
H 0.00 0.00 0.04
H 0.00 0.03 0.01
H -0.01 0.02 -0.02
H -0.02 -0.01 0.01
H 0.04 0.01 0.04
H 0.01 -0.02 -0.03
H 0.00 0.00 -0.01
H 0.00 0.00 0.00
H 0.06 -0.06 -0.04
N 0.05 0.09 0.17
C 0.02 -0.09 0.00
N -0.08 0.05 0.01
N 0.07 0.06 0.01
N -0.04 0.01 0.09
N -0.34 -0.03 -0.05
C -0.03 -0.01 -0.11
N -0.05 0.01 -0.02
N 0.02 -0.12 0.00
N -0.44 0.32 0.04
N -0.06 0.08 0.20
H -0.03 -0.01 -0.05
C 0.00 0.05 0.09
C 0.00 -0.03 -0.04
C -0.02 -0.01 0.00
C 0.04 0.01 0.00
C 0.03 -0.01 -0.03
C -0.01 0.00 0.02
C -0.03 0.00 0.02
C -0.04 -0.03 0.01
C -0.10 -0.06 0.04
C 0.06 0.09 -0.04
C -0.02 0.05 0.07
C 0.07 0.00 -0.01
N 0.53 -0.11 -0.09
H 0.01 -0.01 0.04
H 0.06 -0.05 0.02
H -0.01 -0.01 0.00
H 0.00 0.00 0.01
H -0.01 0.02 0.06
H 0.01 -0.01 0.00
H 0.00 0.00 0.02
H -0.01 0.00 0.01
H 0.00 0.01 0.00
H -0.01 -0.01 -0.02
H 0.04 -0.03 0.00
H 0.05 -0.01 -0.03
H -0.02 -0.04 0.03
H 0.04 0.01 -0.04
H -0.05 -0.07 0.03
H 0.01 0.00 0.00
H 0.03 -0.03 0.02
C 0.05 0.00 -0.01
C 0.00 0.03 -0.03
C 0.00 -0.16 0.04
N -0.12 0.01 -0.04
C 0.28 -0.11 0.12
S -0.38 -0.01 0.08
N -0.06 0.13 -0.21
C 0.09 0.02 0.19
O -0.08 0.00 -0.02
C -0.05 -0.07 -0.22
C 0.00 0.09 0.05
C 0.00 -0.03 -0.05
C -0.01 0.03 0.04
C 0.00 -0.03 -0.02
C 0.01 0.05 0.02
H -0.02 -0.01 -0.01
H -0.02 0.01 0.00
H -0.01 0.01 0.03
H 0.06 -0.01 -0.02
H 0.01 -0.06 0.05
H 0.00 -0.01 0.05
H -0.04 0.02 -0.17
H 0.02 -0.04 -0.03
H 0.03 -0.02 -0.03
H 0.00 -0.01 0.00
H 0.00 0.00 0.00
H 0.00 0.00 0.00
H 0.01 0.00 0.01
H 0.00 0.00 -0.01

Computed properties:
**Total energy**: -85003.792 eV
**2S+1**: 1
**Total charge**: -1
**Energy above the lowest of the compared OMol25 structures with the same formula, charge and spin**: 1.201 eV
**Orbital gap (alpha / beta)**: 5.98 / 5.65 eV
**HOMO level (alpha / beta)**: -3.9 / -3.6 eV